# C44H53BiN2O6

C44H53BiN2O6 as an isolated structure in a non-equilibrium geometry (ωB97M-V with the def2-TZVPD basis set, the OMol25 dataset).

Summary:
- E_LUMO (spin up / spin down) (Eh) = -0.0251 / -0.0252
- charge = 0
- highest occupied orbital energy (spin up / spin down) (eV) = -7.04 / -7.04
- electronic energy (eV) = -67594.537

CARTESIAN COORDINATES (ANGSTROEM)
Bi -0.90650 0.08842 0.88663
O -3.53608 -0.21191 0.82589
O -2.38657 2.81996 0.74371
O -1.92838 -2.69945 1.59545
O -1.92164 -0.54492 3.58012
O -4.47963 -1.21463 2.57998
O -3.11871 -1.96861 4.81513
N 0.91533 -1.07324 0.67348
N 0.10349 1.07000 -0.72848
C 1.21025 3.71772 -0.35993
C 1.15360 -2.36834 1.18684
C 3.02829 -1.00746 -0.78554
C 1.01761 -4.74729 0.96055
C 3.31662 -0.13654 -1.86803
C -2.63380 3.26317 2.07435
C -2.03099 2.92590 -3.07467
C 2.19993 4.70287 -0.99069
C -0.42587 2.13766 -1.48465
C -1.95340 -2.89298 2.98563
C -2.36063 -1.65458 3.77949
C -3.12995 -0.02857 -2.43965
C 3.53333 -1.60411 3.89491
C 1.28881 0.50893 -1.04154
C 1.48353 -4.90566 2.25048
C 3.55780 1.62999 -3.91221
C 0.84392 -3.48877 0.40439
C -0.60019 4.47521 -1.94468
C 4.47645 -0.19958 -2.63305
C -1.72442 0.43340 -2.82721
C -1.41886 1.85963 -2.42926
C 1.17203 -0.90686 4.33129
C 3.96743 -1.94993 -0.44383
C 4.57099 0.73035 -3.69484
C 0.35875 -3.37303 -1.02108
C -3.63728 2.73341 0.06290
C 0.72832 4.23356 0.99753
C 2.39609 1.68832 -3.11467
C 1.44856 -3.81262 -2.00497
C -1.63921 4.22653 -2.82099
C 2.17241 -1.31787 3.25195
C 1.82519 -3.79394 2.99408
C -3.23798 -2.55438 1.04374
C -4.12158 3.62496 2.18189
C -0.89874 -4.21189 -1.25603
C 0.03599 3.44180 -1.27326
C -1.49813 0.27477 -4.33585
C -4.53444 3.77603 0.71940
C -3.84603 -1.20103 1.52919
C 1.71837 -0.59198 -0.30138
C 2.27095 0.79904 -2.07805
C 5.41587 -1.19024 -2.26249
C 5.15635 -2.01850 -1.19944
C 1.68647 -2.51558 2.47124
H -4.67493 2.80741 2.64358
H 0.77858 -5.62007 0.37616
H -1.01313 -0.22377 -2.31638
H 5.88566 -2.76849 -0.92906
H 1.74332 2.77764 -0.18962
H 4.00823 -0.67094 4.18787
H 2.29741 -0.48662 2.55168
H 2.22266 -3.92060 3.98822
H -3.87379 -3.38919 1.36240
H -2.35855 2.47175 2.77771
H 1.06687 -3.75802 -3.02189
H -5.59068 3.57652 0.55422
H -3.10952 -2.55372 -0.03984
H -3.89286 0.56937 -2.93391
H -4.27881 4.53237 2.76195
H 1.63119 2.41966 -3.32972
H 6.33307 -1.28780 -2.82580
H 3.10707 4.74633 -0.39091
H -3.27875 0.03975 -1.36460
H 0.22415 -0.60908 3.89568
H 0.10760 -2.32874 -1.22776
H 4.18948 -2.12374 3.20009
H 1.75137 -4.83794 -1.80644
H 1.56378 -0.07063 4.90572
H -4.05642 1.73245 0.20572
H -1.55176 -0.77522 -4.61471
H -3.43923 -1.16732 5.25997
H -3.44757 2.91626 -0.99474
H 1.78016 5.70476 -1.04515
H 0.02983 3.52391 1.43324
H 2.47373 4.38997 -1.99641
H -4.29620 4.77648 0.35210
H -3.26233 -1.06785 -2.74163
H 1.59893 -5.89521 2.66735
H -0.66150 -5.27165 -1.29608
H 3.42150 -2.21687 4.78706
H -0.51642 0.65658 -4.61161
H -1.99929 4.13822 2.26154
H 1.57184 4.36489 1.67354
H -2.12889 5.04830 -3.32223
H -0.92712 -3.15530 3.27422
H -2.25191 0.81761 -4.90130
H -2.63616 -3.71035 3.25902
H 3.81305 -2.64573 0.36810
H -2.82119 2.73882 -3.78465
H 0.22496 5.19067 0.88025
H 2.32584 -3.17698 -1.93447
H 3.64490 2.33152 -4.72938
H 5.44067 0.71778 -4.33527
H -1.35312 -3.93684 -2.20557
H 0.99966 -1.73864 5.01109
H -0.28226 5.49292 -1.78311
H -1.61684 -4.05180 -0.46002

Mulliken population analysis, charges in e, atoms 1 to 8: atom 1 (Bi): 0.399, atom 2 (O): -0.377, atom 3 (O): 0.173, atom 4 (O): -0.067, atom 5 (O): -0.563, atom 6 (O): -0.741, atom 7 (O): -0.498, atom 8 (N): 0.003

=====

# C3H5NO2

A 3-piece molecular cluster, C3H5NO2 overall (ωB97M-V with the def2-TZVPD basis set, the OMol25 dataset).

Summary:
- E_LUMO (Eh) = -0.0089
- charge = 0
- highest occupied orbital energy (eV) = -9.83
- electronic energy (eV) = -8773.452
- energy relative to the best compared isomer or geometry (same formula, charge and spin) (kcal per mole) = 97.85

CARTESIAN COORDINATES (ANGSTROEM)
O -0.00089 -0.41152 1.32735
O -0.99441 1.66058 1.83310
N -0.35087 1.12294 -0.38192
C -0.51806 1.02697 0.95172
C 0.34512 -0.93546 0.19716
C 0.69171 0.18942 -0.73745
H 1.68882 0.55877 -0.45527
H 0.76111 -1.94191 0.22270
H -1.25115 -0.16381 -0.61840
H 0.67588 -0.06817 -1.79667
H -1.04727 -1.03780 -0.54232

Mulliken population analysis, charges in e, atoms 1 to 8: atom 1 (O): -0.289, atom 2 (O): -0.488, atom 3 (N): -0.553, atom 4 (C): 0.542, atom 5 (C): -0.119, atom 6 (C): -0.296, atom 7 (H): 0.262, atom 8 (H): 0.390

=====

# C4H9NO

An isolated ion of composition C4H9NO and charge -1 in a non-equilibrium geometry (ωB97M-V with the def2-TZVPD basis set, the OMol25 dataset).

Summary:
- E_LUMO (spin up / spin down) (Eh) = 0.1644 / 0.1629
- charge = -1
- 2S+1 = 2
- highest occupied orbital energy (spin up / spin down) (eV) = -0.71 / -3.35
- electronic energy (eV) = -7828.539
- energy relative to the best compared isomer or geometry (same formula, charge and spin) (kcal per mole) = 32.44

CARTESIAN COORDINATES (ANGSTROEM)
O 1.14480 -1.13706 0.61776
N -0.74527 0.50708 0.17487
C 0.13835 1.39290 -0.52359
C -0.07789 -0.73682 0.72201
C -0.98398 -1.34766 1.80644
C 0.87862 0.77305 -1.71001
H -0.81509 -0.76802 2.72443
H -0.69188 -0.79100 -0.36767
H 1.70650 0.19102 -1.30741
H 1.19958 1.43324 -2.50554
H -1.98915 -1.19768 1.41619
H -0.70047 -2.38342 1.96296
H 0.37481 -0.04406 -2.25562
H 0.94487 1.79908 0.12596
H -0.38380 2.30935 -0.88077

Mulliken population analysis, charges in e, atoms 1 to 8: atom 1 (O): -0.727, atom 2 (N): -0.619, atom 3 (C): -0.111, atom 4 (C): 0.274, atom 5 (C): -0.941, atom 6 (C): -1.179, atom 7 (H): 0.207, atom 8 (H): 0.035